{
  "formula": "C12H18CaIInOP",
  "method": "wB97M-V/def2-TZVPD",
  "fmax_ha_per_bohr": 0.036,
  "homo_ev": -9.10,
  "charge": 1,
  "energy_ev": -55776.9193,
  "lumo_energy_ev": -5.3,
  "orbital_gap_ev": 3.78,
  "species": ["C", "H", "In", "H", "H", "Ca", "C", "H", "H", "C", "C", "I", "H", "C", "C", "C", "H", "H", "C", "H", "P", "O", "H", "H", "H", "H", "H", "H", "C", "C", "C", "H", "H", "H", "C"],
  "positions_angstrom": [[-0.870, 0.763, -3.110], [-0.644, -2.261, -0.023], [1.005, -0.278, 1.004], [-1.514, -2.739, 3.039], [-0.535, 1.160, 2.797], [-0.377, 3.606, -2.017], [-1.843, -1.952, 2.368], [0.197, -0.202, 3.635], [-2.454, -2.278, 1.528], [-0.955, -0.064, -1.984], [-1.630, 1.914, -3.232], [1.457, 2.284, -0.202], [-2.520, 0.012, 2.687], [-2.516, 2.292, -2.208], [4.343, 0.548, 1.939], [-0.150, -1.313, -1.868], [0.707, -1.305, -2.541], [1.022, -2.489, -0.538], [-1.633, -0.620, 2.572], [4.083, 1.269, 1.162], [3.247, -0.938, 1.994], [4.026, -2.012, 0.976], [-3.307, 1.685, -0.286], [-3.135, 3.185, -2.256], [-0.814, -2.092, -2.272], [-0.216, 0.506, -3.935], [3.481, -2.282, 0.233], [-1.959, -0.326, -0.120], [-0.329, 0.091, 2.717], [-2.627, 1.464, -1.098], [0.223, -1.754, -0.441], [-1.576, 2.536, -4.127], [5.349, 0.203, 1.703], [4.322, 1.075, 2.891], [-1.857, 0.313, -0.989]]
}

---

{
  "formula": "C12H18ClErIN2O3P",
  "method": "wB97M-V/def2-TZVPD",
  "spin_multiplicity": 4,
  "fmax_ha_per_bohr": 0.057,
  "s_squared": 3.75,
  "homo_ev": [-15.35, -15.36],
  "charge": 2,
  "energy_ev": -79375.9775,
  "lumo_energy_ev": [-9.2, -9.0],
  "orbital_gap_ev": [6.20, 6.32],
  "species": ["C", "I", "H", "C", "C", "C", "C", "H", "C", "C", "O", "N", "H", "N", "C", "C", "H", "O", "H", "H", "Er", "H", "H", "H", "H", "H", "C", "H", "O", "H", "H", "Cl", "H", "C", "H", "H", "H", "P", "C"],
  "positions_angstrom": [[2.213, -0.635, -0.091], [2.908, 1.290, -0.537], [1.704, 2.418, -3.580], [1.246, 1.501, -3.972], [-0.237, -0.827, 4.234], [0.004, -1.381, 5.615], [-0.844, -0.170, -4.186], [-2.160, -1.331, 1.446], [-1.186, -1.438, 3.401], [-1.206, 2.559, -3.569], [-0.356, -2.510, 5.927], [-0.846, 0.253, 1.735], [0.728, -0.892, 7.442], [0.702, -0.567, 6.486], [0.209, 0.747, 2.470], [0.523, 0.237, 3.715], [0.182, -2.104, -0.393], [2.530, -1.145, -2.466], [1.969, 0.680, -3.889], [-1.696, -2.352, 3.719], [-2.025, 1.445, 0.356], [1.385, 0.650, 4.262], [-0.304, -1.083, -1.741], [-1.856, -0.502, -3.916], [-2.246, 2.473, -3.233], [-0.163, -1.037, -4.158], [0.458, -1.803, -1.403], [-0.849, 0.243, -5.210], [2.060, -1.162, 0.993], [0.409, -2.669, -2.068], [0.958, 1.653, -5.025], [-3.937, 0.376, -0.643], [0.794, 1.535, 1.994], [1.825, -1.178, -1.459], [0.744, 0.435, 6.350], [-1.155, 2.616, -4.666], [-0.751, 3.457, -3.133], [-0.262, 1.109, -2.973], [-1.473, -0.892, 2.169]]
}

---

{
  "formula": "C12H18ClN",
  "method": "wB97M-V/def2-TZVPD",
  "fmax_ha_per_bohr": 0.336,
  "homo_ev": -8.81,
  "energy_ev": -26736.1636,
  "lumo_energy_ev": 0.9,
  "orbital_gap_ev": 9.69,
  "species": ["Cl", "C", "H", "C", "H", "H", "H", "C", "C", "C", "C", "C", "H", "H", "H", "C", "H", "H", "H", "H", "H", "H", "H", "C", "C", "C", "C", "H", "H", "N", "H", "H"],
  "positions_angstrom": [[0.487, -2.113, -3.127], [0.504, -1.323, 0.666], [1.811, 2.294, 1.459], [-0.001, 2.211, 2.131], [-1.895, -0.291, 1.750], [2.094, 0.009, -2.600], [-0.411, 2.793, 2.637], [1.440, -0.150, 0.587], [1.463, -0.378, -1.804], [0.724, -1.380, -1.893], [-3.246, 1.093, 0.871], [-2.980, -0.047, 1.963], [-3.246, 0.472, 2.789], [-4.426, 1.282, 0.705], [0.222, -1.593, 1.495], [1.755, 0.590, 1.896], [-3.604, -0.892, 1.844], [-2.450, 2.792, 1.921], [-0.821, 1.308, 0.046], [2.497, 1.234, -0.489], [-0.356, -2.879, -0.532], [-0.467, 2.706, 0.252], [-2.914, 0.404, -0.182], [0.426, -1.758, -0.544], [-2.525, 2.384, 0.974], [1.990, 0.331, -0.469], [-0.859, 2.133, 0.822], [-2.761, 3.025, 0.165], [1.371, -0.016, 2.741], [1.370, 1.813, 2.130], [-0.688, 1.187, 2.776], [2.808, 0.434, 2.156]]
}

---

{
  "formula": "C12H18ClO13",
  "method": "wB97M-V/def2-TZVPD",
  "fmax_ha_per_bohr": 0.044,
  "homo_ev": -6.97,
  "charge": -1,
  "energy_ev": -51871.7398,
  "lumo_energy_ev": 2.5,
  "orbital_gap_ev": 9.42,
  "species": ["O", "C", "H", "C", "H", "Cl", "O", "C", "H", "C", "H", "C", "H", "H", "H", "C", "H", "H", "H", "O", "H", "H", "H", "O", "O", "H", "C", "H", "H", "O", "H", "C", "O", "O", "O", "O", "C", "C", "O", "O", "C", "O", "C", "H"],
  "positions_angstrom": [[-2.326, -0.167, 2.433], [1.561, -4.791, 0.436], [1.602, -5.823, 0.815], [-1.952, 3.215, 1.968], [0.912, -0.058, -3.855], [-0.944, -0.448, 2.172], [-0.672, -1.782, 2.668], [-2.772, 4.798, 0.623], [0.492, 3.802, -0.369], [-1.267, 3.123, 0.581], [-2.136, -0.170, -3.966], [-0.045, -0.572, -3.929], [2.007, -4.926, -0.547], [-1.263, 3.126, 2.798], [-1.123, 2.100, 0.246], [-1.229, 0.397, -3.765], [0.515, -4.496, 0.419], [-2.272, 0.956, -1.990], [-2.769, 2.493, 1.906], [3.793, -4.365, 1.133], [2.437, -2.924, 0.874], [-0.483, 0.626, -1.717], [0.751, 3.229, 1.241], [-3.402, 5.743, 0.250], [-2.351, 3.767, -0.146], [-0.023, 4.864, 0.971], [0.070, 3.831, 0.642], [-0.126, -0.882, -4.977], [1.909, -2.893, 3.174], [-0.694, -0.332, 0.765], [-0.128, -1.422, -3.259], [-0.974, 2.681, -3.914], [-0.973, 2.410, -2.611], [3.591, -4.174, 3.314], [-0.705, 3.767, -4.337], [5.353, -5.289, 2.474], [4.351, -4.662, 2.314], [-1.248, 1.051, -2.360], [-0.152, 0.503, 2.855], [-2.463, 4.546, 1.887], [2.279, -3.862, 2.847], [-1.127, 1.535, -4.622], [2.430, -3.917, 1.334], [1.569, -4.603, 3.224]]
}

---

{
  "formula": "C12H18F4NO16P2",
  "method": "wB97M-V/def2-TZVPD",
  "fmax_ha_per_bohr": 0.047,
  "homo_ev": -12.87,
  "charge": 1,
  "energy_ev": -76426.9385,
  "lumo_energy_ev": -4.2,
  "orbital_gap_ev": 8.67,
  "species": ["O", "H", "H", "H", "O", "O", "H", "H", "C", "H", "H", "C", "C", "O", "H", "C", "P", "C", "H", "F", "O", "C", "N", "O", "P", "O", "O", "H", "O", "O", "C", "F", "C", "H", "O", "C", "C", "O", "F", "H", "O", "H", "C", "C", "H", "H", "F", "O", "H", "O", "H", "O", "H"],
  "positions_angstrom": [[-1.674, -4.186, -0.987], [-0.006, -4.990, 0.864], [-2.090, -4.538, 5.220], [0.739, -1.230, -5.637], [0.524, -4.738, 0.085], [4.494, -0.111, -7.206], [-2.776, -4.569, 2.854], [-0.044, 5.288, 1.590], [-1.010, 2.129, 0.143], [0.574, -2.370, 2.548], [1.158, -0.958, 1.867], [0.172, 3.319, -1.344], [-0.266, 2.023, -1.989], [-2.003, 7.488, 2.867], [1.210, 3.332, -1.006], [-1.903, 6.308, 2.095], [-0.356, -3.698, -0.735], [1.683, -0.738, -5.416], [-2.079, 6.545, 1.045], [1.333, 1.441, -4.497], [-0.698, 1.259, -0.844], [-0.501, 5.838, 2.407], [0.876, -1.918, 1.680], [2.001, -2.599, 1.178], [-0.537, -1.877, 0.474], [-0.386, -5.607, 4.766], [2.979, 1.047, -5.991], [1.987, -0.982, -4.396], [0.184, 7.071, 2.641], [-0.693, 3.400, -0.210], [3.503, -0.078, -6.578], [-0.045, 4.381, -2.141], [1.647, 0.757, -5.640], [1.390, -3.099, -1.699], [-0.492, 9.096, 3.354], [-1.954, -5.224, 3.126], [-1.799, -5.405, 4.625], [-1.482, 1.806, 1.181], [-2.840, 5.420, 2.509], [-1.107, 2.172, -2.666], [2.699, -1.150, -6.327], [-0.471, 5.227, 3.311], [-0.742, 8.004, 2.996], [0.219, -4.972, 3.755], [-2.067, -6.175, 2.608], [0.531, 1.519, -2.517], [-2.452, -6.486, 5.069], [1.370, -4.696, 3.674], [2.073, -3.435, 1.680], [-0.673, -4.639, 2.782], [-1.672, -2.142, 1.258], [0.491, -3.343, -1.990], [0.980, 1.080, -6.439]]
}

---

{
  "formula": "C12H18FNO5",
  "method": "wB97M-V/def2-TZVPD",
  "smiles": "C=CC(=O)OCCCCCCOC(=O)OF.CC#N",
  "fmax_ha_per_bohr": 0.049,
  "homo_ev": -10.05,
  "energy_ev": -27176.2022,
  "lumo_energy_ev": -0.1,
  "orbital_gap_ev": 9.92,
  "species": ["H", "O", "N", "C", "H", "O", "H", "O", "C", "C", "O", "C", "H", "C", "C", "C", "H", "C", "H", "F", "H", "C", "C", "H", "H", "O", "H", "H", "H", "C", "H", "H", "C", "H", "H", "H", "H"],
  "positions_angstrom": [[0.011, -2.160, -3.291], [2.924, 0.386, -1.841], [3.655, 2.379, -7.159], [3.097, 3.181, -4.746], [1.295, -2.388, 1.389], [-1.746, 0.226, 3.470], [-0.386, -2.930, 1.403], [1.449, -0.703, -3.120], [-2.925, 0.846, 3.364], [-3.623, 1.066, 4.652], [-3.416, 1.201, 2.299], [0.009, -1.421, -0.068], [-0.963, 0.588, 1.593], [0.350, -1.456, -2.547], [0.731, -2.116, -1.221], [0.265, -2.071, 1.284], [0.447, -3.162, -1.238], [1.847, 0.321, -2.371], [-3.529, -0.941, 5.230], [1.204, 2.094, -1.139], [0.836, -0.592, 2.787], [3.410, 2.732, -6.097], [-1.227, -0.253, 2.217], [1.805, -2.036, -1.100], [-4.075, 2.024, 4.827], [0.904, 1.336, -2.295], [3.525, 4.167, -4.575], [-4.062, 0.263, 6.539], [2.018, 3.235, -4.615], [-0.043, -1.154, 2.489], [-2.002, -0.841, 1.740], [-0.469, -0.766, -2.374], [-3.746, 0.069, 5.528], [-0.325, -1.759, 3.344], [-1.053, -1.478, -0.281], [0.297, -0.373, -0.058], [3.510, 2.484, -4.019]]
}